Density functional theory data (the ωB97M-V functional and the def2-TZVPD basis) for the molecule C2H7N3 in a non-equilibrium geometry.

Last column: Mulliken charge in e.
Element x y z (Å)
C -1.35739 -0.62420 -0.18123  -0.730
N -1.23205 0.78737 0.14168  -0.468
C -0.04641 1.22467 0.04326  0.052
N 1.12970 0.60622 -0.45290  -0.255
N 1.49909 -0.64610 0.11263  -0.620
H -1.21442 -1.15780 0.78788  0.311
H -0.49848 -1.02137 -0.95242  0.254
H -2.39183 -0.71979 -0.54520  0.298
H 0.04632 2.23789 0.34044  0.350
H 1.87632 1.23624 -0.30687  0.314
H 1.61819 -0.64291 1.19677  0.249
H 0.57097 -1.28023 -0.18404  0.246

The highest occupied orbital energy is -9.1 eV. As for the charge: 0. For the HOMO-LUMO gap, the calculation gives 10.01 eV. As for the structure (SMILES): C/N=C\NN. The value obtained for the total energy is -6654.901 eV. Its spin multiplicity is 1.

=====

Density functional theory data (the ωB97M-V functional and the def2-TZVPD basis) for the molecule C2H7N3 in a non-equilibrium geometry.

Last column: Mulliken charge in e.
Element x y z (Å)
H 1.42060 1.98715 0.02133  0.172
N 0.52064 1.46780 0.07358  -0.673
C 0.64842 0.19985 0.04588  0.553
N 1.79679 -0.56056 0.03522  -0.399
N -0.48007 -0.60806 0.15222  -0.217
C -1.76693 0.05333 -0.00694  -0.723
H 2.68894 -0.06227 -0.14129  0.203
H 1.76656 -1.56598 -0.04162  0.163
H -0.36952 -1.58287 0.07222  0.178
H -2.13738 0.41464 1.03872  0.202
H -2.53389 -0.68663 -0.52642  0.289
H -1.55415 0.94360 -0.72292  0.252

The highest occupied orbital energy is -8.7 eV. As for the charge: 0. For the HOMO-LUMO gap, the calculation gives 9.59 eV. As for the structure (SMILES): [H]/N=C(\N)NC. The value obtained for the total energy is -6657.462 eV. Its spin multiplicity is 1.

=====

Density functional theory data (the ωB97M-V functional and the def2-TZVPD basis) for the molecule C2H7N3 in a non-equilibrium geometry.

Last column: Mulliken charge in e.
Element x y z (Å)
H 1.16523 -0.08662 1.58085  0.280
N 0.30584 0.22404 1.91730  -0.703
C -0.47840 0.11319 0.93056  0.088
N -0.05536 -0.26149 -0.33632  0.178
C -1.06469 -0.19847 -1.46227  -0.743
N 1.23836 0.14013 -0.67834  -0.742
H -1.54753 0.07814 0.95792  0.316
H -0.62220 0.39355 -2.31774  0.302
H -1.90843 0.38369 -1.05276  0.267
H -1.53042 -1.15360 -1.80420  0.227
H 1.46333 0.86878 0.09922  0.267
H 1.81670 -0.69099 -0.59145  0.264

The highest occupied orbital energy is -8.8 eV. As for the charge: 0. For the HOMO-LUMO gap, the calculation gives 9.77 eV. As for the structure (SMILES): [H]/N=C\N(C)N. The value obtained for the total energy is -6655.809 eV. Its spin multiplicity is 1.

=====

We obtain energy relative to the best compared isomer or geometry (same formula, charge and spin) values of 70.4, 11.4, 49.5 kcal per mole for the records listed above, in that order.